A structure of composition C16H44FLi3N4O4 at a distorted geometry, computed with wB97M-V/def2-TZVPD.

Structure (ORCA input):
```
! wB97M-V def2-TZVPD RIJCOSX def2/J DEFGRID3
* xyz 2 1
Li -0.966 -4.225 -1.601
Li -4.932 -0.626 -1.102
Li -1.240 0.447 -3.938
F -1.288 -0.853 -0.664
C -9.146 -0.018 3.393
C -8.037 0.412 2.446
C -6.871 1.268 3.185
O -5.911 1.537 2.179
C -4.765 2.327 2.503
N -7.483 -0.779 1.773
H -8.761 -0.621 4.215
H -9.952 -0.494 2.836
H -9.555 0.790 3.999
H -8.423 0.996 1.610
H -6.590 0.579 3.981
H -7.315 2.165 3.616
H -4.220 1.886 3.338
H -4.987 3.340 2.838
H -3.995 2.404 1.736
H -7.189 -1.505 2.410
H -8.280 -1.215 1.331
C 5.065 -0.562 4.667
C 3.685 -0.330 4.138
C 3.693 0.497 2.874
O 4.607 0.025 1.821
C 5.836 0.770 1.632
N 2.844 -1.524 4.064
H 5.546 -1.271 3.993
H 4.992 -0.841 5.718
H 5.594 0.391 4.661
H 3.074 0.303 4.782
H 3.906 1.512 3.208
H 2.764 0.564 2.307
H 5.577 1.825 1.722
H 6.309 0.617 0.662
H 6.589 0.557 2.391
H 2.166 -1.279 3.358
H 3.359 -2.258 3.599
C 1.102 7.275 -2.631
C 0.448 6.494 -3.809
C 0.867 6.969 -5.241
O 2.249 6.872 -5.507
C 2.628 6.800 -6.849
N 0.875 5.067 -3.603
H 1.257 8.286 -3.007
H 2.078 6.865 -2.370
H 0.420 7.383 -1.788
H -0.630 6.544 -3.653
H 0.546 8.005 -5.346
H 0.241 6.427 -5.949
H 2.329 5.773 -7.062
H 3.697 6.819 -7.063
H 1.956 7.324 -7.528
H 1.855 5.110 -3.843
H 0.858 4.921 -2.604
C 3.651 -6.820 -2.403
C 2.291 -6.610 -1.760
C 1.637 -7.762 -0.954
O 0.271 -7.290 -0.615
C -0.275 -8.017 0.464
N 2.275 -5.284 -1.028
H 3.883 -6.049 -3.137
H 3.653 -7.750 -2.971
H 4.498 -6.842 -1.717
H 1.523 -6.483 -2.523
H 2.249 -7.841 -0.056
H 1.615 -8.697 -1.514
H 0.182 -7.978 1.453
H -0.321 -9.093 0.294
H -1.219 -7.511 0.666
H 3.053 -5.190 -0.392
H 2.561 -4.532 -1.638
*
```

Output
* HOMO: -11.96 eV
* Kohn-Sham gap: 4.387 eV
* strongest force on any atom: 2.97 eV/A